Here is a molecular structure, C37H37BrGeN2O3SZn from the Open Molecules 2025 dataset. Energies are from ωB97M-V/def2-TZVPD.

XYZ file:
```
83
Properties=species:S:1:pos:R:3:forces:R:3:mulliken_charge:R:1
Zn 0.088 0.177 -0.401 -0.3 0.3 -0.1 2.645
C 2.404 3.781 3.554 0.0 0.0 0.0 -0.578
C 2.980 3.049 2.523 0.0 0.0 0.0 -0.900
C 2.403 1.854 2.108 0.0 0.1 0.1 0.035
C 1.249 1.380 2.745 0.1 0.2 -0.1 -0.096
C 0.669 2.129 3.774 0.1 0.1 -0.1 0.256
C 1.251 3.323 4.179 0.0 0.0 0.0 -0.749
Ge 0.434 -0.288 2.216 0.2 0.0 0.4 -0.867
C -1.237 -0.556 3.140 -0.3 0.0 0.0 0.397
C -1.361 -1.578 4.083 -0.1 0.1 0.0 -0.458
C -2.546 -1.731 4.799 0.0 0.0 0.0 -0.685
C -3.612 -0.869 4.576 0.0 0.0 0.0 -0.584
C -3.499 0.149 3.635 0.0 0.0 0.0 -0.788
C -2.320 0.300 2.920 0.0 -0.1 0.1 0.166
C 1.601 -1.803 2.402 0.1 -0.1 -0.2 0.230
C 1.120 -3.092 2.156 0.1 0.0 0.0 0.136
C 1.943 -4.195 2.331 0.0 0.0 0.0 -0.843
C 3.258 -4.016 2.744 0.0 0.0 0.0 -0.516
C 3.749 -2.739 2.979 0.0 0.0 0.0 -0.682
C 2.929 -1.632 2.802 0.0 -0.1 0.0 -0.486
H 2.849 4.718 3.867 0.0 0.0 0.0 0.406
H 3.877 3.412 2.035 0.0 0.0 0.0 0.438
H 2.840 1.305 1.283 0.0 0.0 0.0 0.517
H -0.229 1.776 4.268 0.0 0.0 0.0 0.424
H 0.802 3.900 4.979 0.0 0.0 0.0 0.422
H -0.530 -2.246 4.280 0.0 0.0 0.0 0.457
H -2.630 -2.520 5.538 0.0 0.0 0.0 0.427
H -4.531 -0.988 5.137 0.0 0.0 0.0 0.402
H -4.327 0.828 3.466 0.0 0.0 0.0 0.437
H -2.247 1.096 2.184 0.0 0.0 0.0 0.373
H 0.092 -3.235 1.839 0.0 0.0 0.0 0.591
H 1.561 -5.193 2.150 0.0 0.0 0.0 0.427
H 3.903 -4.876 2.881 0.0 0.0 0.0 0.402
H 4.774 -2.602 3.301 0.0 0.0 0.0 0.421
H 3.320 -0.640 2.995 0.0 0.0 0.0 0.378
N -0.028 6.167 1.956 0.0 -0.2 -0.2 -0.483
C -0.115 5.423 1.084 0.0 -0.1 0.0 -0.194
C -0.222 4.491 -0.016 0.0 0.3 0.2 0.083
C -0.144 4.922 -1.335 0.0 0.1 0.0 -0.320
C -0.264 3.986 -2.347 0.0 0.1 0.0 -0.919
C -0.437 2.659 -2.010 -0.1 -0.2 0.2 -0.406
N -0.501 2.234 -0.736 0.3 0.1 0.0 0.274
C -0.400 3.140 0.241 0.0 -0.2 0.0 -0.117
H 0.011 5.972 -1.554 0.0 -0.1 0.0 0.534
H -0.212 4.275 -3.388 0.0 0.0 0.0 0.461
H -0.520 1.895 -2.775 0.1 0.0 0.1 0.532
H -0.441 2.785 1.264 0.0 0.0 0.0 0.685
Br 5.757 1.344 -6.633 0.0 0.0 -0.1 -0.157
C 4.552 1.020 -5.222 0.0 0.0 0.0 0.122
C 4.874 1.451 -3.944 -0.1 0.0 0.1 -0.649
C 3.982 1.211 -2.911 0.1 0.0 0.0 -0.314
C 2.785 0.547 -3.161 0.0 0.0 0.1 0.159
C 2.481 0.119 -4.447 0.0 0.0 -0.2 -0.315
C 3.365 0.353 -5.487 -0.1 0.0 0.0 -0.606
C 1.823 0.311 -2.064 -0.3 -0.2 0.3 0.649
O 2.076 0.688 -0.877 0.0 -0.2 -0.4 -0.743
O 0.692 -0.247 -2.306 0.3 0.2 0.1 -0.897
H 5.808 1.965 -3.763 0.0 0.0 0.0 0.438
H 4.208 1.533 -1.903 0.0 0.0 0.0 0.475
H 1.550 -0.405 -4.626 0.0 0.0 0.0 0.459
H 3.141 0.022 -6.492 0.0 0.0 0.0 0.440
C -4.526 -1.058 -4.278 0.0 0.0 0.0 -1.345
C -4.648 -1.197 -2.763 0.0 0.1 0.0 -0.366
C -3.406 -0.631 -2.066 0.1 0.1 -0.1 -0.647
S -3.087 -1.207 -0.397 -0.1 0.2 0.1 0.144
O -1.680 -0.705 -0.110 0.0 -0.1 0.0 -0.662
C -2.972 -2.977 -0.629 0.2 -0.1 -0.1 -0.915
C -2.092 -3.513 -1.762 0.0 0.0 0.1 -0.276
C -0.606 -3.618 -1.431 0.0 0.0 0.0 -1.048
H -5.416 -1.444 -4.775 0.0 0.0 0.0 0.402
H -3.663 -1.614 -4.653 0.0 0.0 0.0 0.317
H -4.406 -0.013 -4.571 0.0 0.0 0.0 0.322
H -4.799 -2.246 -2.509 0.1 -0.1 0.0 0.238
H -5.533 -0.663 -2.415 0.0 0.0 0.1 0.448
H -3.499 0.449 -1.930 0.1 0.0 -0.1 0.670
H -2.480 -0.819 -2.617 -0.1 0.0 0.0 0.093
H -4.016 -3.281 -0.735 0.0 0.0 0.0 0.593
H -2.644 -3.326 0.355 0.0 -0.1 0.0 0.448
H -2.231 -2.915 -2.664 0.0 0.0 0.0 0.060
H -2.472 -4.505 -2.007 0.0 0.0 0.0 0.447
H -0.188 -2.661 -1.124 0.0 0.0 0.0 -0.053
H -0.043 -3.957 -2.303 -0.1 0.0 0.1 0.453
H -0.435 -4.337 -0.629 0.0 0.0 0.0 0.332
```
Positions in Å, forces in eV/Å.

Values from the calculation:
Charge: +1
2S+1: 2
E_tot: -233899.0249 eV
Energy relative to the best compared isomer or geometry (same formula, charge and spin): 0.0 kJ/mol
LUMO level (alpha / beta): -0.1045 / -0.1703 Ha